[1]
Density functional theory data (the ωB97M-V functional and the def2-TZVPD basis) for a single C5H5N3O2 molecule in a non-equilibrium geometry.

Geometry as ORCA input:
```
! RIJCOSX wB97M-V def2-TZVPD def2/J DEFGRID3
* xyz 0 1
C 3.202 0.264 -0.275
C 1.831 -1.325 0.545
C 0.830 0.832 0.111
C -0.341 -1.463 -0.091
C -1.495 0.646 0.275
N 2.838 -0.867 0.038
N 0.835 -2.109 -0.020
N -0.175 -0.058 0.095
O -1.430 -1.944 -0.251
O 2.003 1.174 -0.200
H 4.221 0.627 -0.457
H -2.029 0.005 0.866
H -1.309 1.575 0.692
H -1.965 0.723 -0.756
H 0.628 -3.046 -0.044
*
```

Output
**ΔE to the lowest compared entry with this formula, charge and spin**: 154.9 kcal per mole
**Strongest force on any atom**: 3.94 eV/Å
**Gap between HOMO and LUMO (alpha / beta)**: 7.91 / 7.91 eV

[2]
Density functional theory data (the ωB97M-V functional and the def2-TZVPD basis) for a single C25H20N4O2S2 molecule in a non-equilibrium geometry.

Geometry as ORCA input:
```
! RIJCOSX wB97M-V def2-TZVPD def2/J DEFGRID3
* xyz 0 1
C 7.172 2.519 0.188
H 7.134 2.720 -0.888
O 6.432 1.370 0.524
C 5.100 1.350 0.262
C 4.382 2.396 -0.310
C 3.023 2.262 -0.526
C 2.354 1.089 -0.197
C 3.078 0.045 0.380
C 4.428 0.176 0.612
H 4.994 -0.622 1.065
H 2.572 -0.862 0.673
C 0.913 0.962 -0.439
C 0.033 1.974 -0.077
C -1.340 1.815 -0.267
N -1.843 0.684 -0.768
C -1.025 -0.267 -1.154
C 0.374 -0.193 -1.030
C 1.179 -1.262 -1.465
N 1.813 -2.154 -1.811
S -1.728 -1.716 -1.869
C -3.361 -1.764 -1.061
C -3.373 -1.313 0.379
O -4.221 -0.568 0.809
N -2.388 -1.781 1.210
C -1.433 -2.735 0.952
N -1.609 -3.819 0.293
C -0.459 -4.520 0.157
C 0.648 -3.985 0.733
S 0.224 -2.487 1.514
C 2.046 -4.476 0.708
H 2.618 -3.902 -0.022
H 2.518 -4.363 1.683
H 2.064 -5.523 0.417
H -0.485 -5.445 -0.389
H -2.367 -1.339 2.122
H -3.658 -2.812 -1.124
H -4.056 -1.136 -1.618
C -2.300 2.872 0.067
C -1.924 4.215 0.037
C -2.841 5.204 0.340
C -4.142 4.869 0.679
C -4.525 3.538 0.703
C -3.615 2.545 0.394
H -3.913 1.509 0.417
H -5.538 3.271 0.962
H -4.854 5.645 0.918
H -2.540 6.241 0.307
H -0.921 4.493 -0.251
H 0.418 2.863 0.397
H 2.480 3.076 -0.985
H 4.868 3.316 -0.594
H 6.820 3.399 0.736
H 8.199 2.303 0.477
*
```

Output
**Strongest force on any atom**: 1.24 eV/Å
**Gap between HOMO and LUMO**: 8.15 eV
**SMILES**: COc1ccc(-c2cc(-c3ccccc3)nc(SCC(=O)Nc3ncc(C)s3)c2C#N)cc1

Question: Among the records above, which one has the lowest strongest force on any atom?
Answer: C25H20N4O2S2

Question: The lowest strongest force on any atom belongs to which entry?
Answer: C25H20N4O2S2